Entry 1:
{
  "formula": "C3H8OS",
  "method": "wB97M-V/def2-TZVPD",
  "symbols": ["C", "C", "O", "H", "H", "H", "H", "C", "S", "H", "H", "H", "H"],
  "xyz": [[2.416, 0.276, 1.440], [2.212, 1.747, 1.652], [2.364, 2.389, 2.659], [1.870, -0.165, 0.562], [2.009, -0.423, 2.168], [3.505, 0.078, 1.359], [1.978, 2.270, 0.739], [-2.576, -0.581, -1.606], [-3.081, -2.328, -1.615], [-3.238, 0.193, -1.974], [-2.567, -0.503, -0.514], [-1.523, -0.456, -1.840], [-3.367, -2.498, -3.031]],
  "smiles": "CC=O.CS",
  "gap_ev": 9.8,
  "e_lumo_ev": 0.557,
  "total_charge": 0,
  "e_homo_ev": -9.2478,
  "max_force_ha_per_bohr": 0.057,
  "e_tot_ha": -592.47727
}

---

Entry 2:
{
  "formula": "C3H8OSi",
  "method": "wB97M-V/def2-TZVPD",
  "symbols": ["O", "C", "C", "C", "Si", "H", "H", "H", "H", "H", "H", "H", "H"],
  "xyz": [[-1.592, 0.775, -2.259], [-1.943, 0.276, -1.211], [-1.043, 0.001, -0.060], [0.537, 0.182, -0.252], [1.773, -0.262, 1.089], [-2.977, 0.035, -0.979], [-1.112, -1.074, 0.033], [-1.385, 0.539, 0.782], [0.813, 1.197, -0.635], [0.714, -0.707, -1.015], [3.089, -0.044, 0.715], [1.533, -1.688, 1.568], [1.592, 0.769, 2.226]],
  "smiles": "O=CCC[SiH3]",
  "gap_ev": 10.9,
  "e_lumo_ev": 0.891,
  "total_charge": 0,
  "e_homo_ev": -10.0085,
  "max_force_ha_per_bohr": 0.065,
  "e_tot_ha": -483.77551
}

---

Entry 3:
{
  "formula": "C3H8S",
  "method": "wB97M-V/def2-TZVPD",
  "symbols": ["C", "C", "C", "S", "H", "H", "H", "H", "H", "H", "H", "H"],
  "xyz": [[-1.562, -0.444, 0.227], [-0.004, -0.510, 0.148], [0.644, 0.962, -0.201], [2.260, 0.944, -0.866], [-1.874, -1.268, 0.826], [-1.823, -0.562, -0.770], [-1.804, 0.574, 0.604], [0.450, -0.792, 1.093], [0.398, -1.433, -0.426], [0.656, 1.427, 0.791], [-0.066, 1.453, -0.851], [2.725, -0.350, -0.574]],
  "smiles": "CCCS",
  "gap_ev": 10.0,
  "e_lumo_ev": 1.034,
  "total_charge": 0,
  "e_homo_ev": -8.9197,
  "max_force_ha_per_bohr": 0.076,
  "e_tot_ha": -517.24891
}

---

Entry 4:
{
  "formula": "C3H8S",
  "method": "wB97M-V/def2-TZVPD",
  "symbols": ["C", "C", "H", "H", "H", "H", "C", "S", "H", "H", "H", "H"],
  "xyz": [[-2.275, -1.952, -0.438], [-2.752, -0.958, 0.381], [-2.913, -2.828, -0.764], [-1.221, -2.281, -0.677], [-3.826, -0.862, 0.659], [-2.097, -0.404, 1.055], [1.924, 2.006, 0.390], [1.380, 0.276, -0.132], [1.272, 2.348, 1.202], [3.123, 2.060, 0.298], [1.576, 2.420, -0.548], [0.622, 0.558, -1.103]],
  "smiles": "C=C.CS",
  "gap_ev": 10.1,
  "e_lumo_ev": 0.964,
  "total_charge": 0,
  "e_homo_ev": -9.1429,
  "max_force_ha_per_bohr": 0.067,
  "e_tot_ha": -517.19405
}

---

Entry 5:
{
  "formula": "C3H8S2",
  "method": "wB97M-V/def2-TZVPD",
  "symbols": ["C", "C", "C", "S", "S", "H", "H", "H", "H", "H", "H", "H", "H"],
  "xyz": [[0.632, 1.292, 0.162], [0.979, -0.207, 0.307], [-0.167, -1.239, 0.707], [-1.321, -1.454, -0.518], [-2.200, 0.601, -1.673], [-0.022, 1.495, -0.694], [1.608, 1.733, -0.031], [0.217, 1.856, 1.019], [1.318, -0.450, -0.698], [1.848, -0.261, 0.953], [0.310, -2.137, 1.196], [-0.577, -0.731, 1.618], [-2.625, -0.497, -2.348]],
  "smiles": "CCCSS",
  "gap_ev": 7.1,
  "e_lumo_ev": -1.483,
  "total_charge": 0,
  "e_homo_ev": -8.6083,
  "max_force_ha_per_bohr": 0.107,
  "e_tot_ha": -915.39774
}

---

Entry 6:
{
  "formula": "C3H8S2",
  "method": "wB97M-V/def2-TZVPD",
  "symbols": ["C", "S", "C", "S", "C", "H", "H", "H", "H", "H", "H", "H", "H"],
  "xyz": [[-0.048, 1.149, -1.856], [-0.408, -0.715, -1.426], [-0.795, 0.463, 0.124], [-0.886, -0.205, 1.779], [0.530, -1.566, 1.895], [0.232, 1.195, -3.055], [-0.921, 1.942, -1.288], [0.970, 1.728, -1.505], [-1.686, 0.972, -0.062], [0.349, 1.041, -0.137], [0.416, -2.398, 2.641], [0.515, -2.362, 0.912], [1.734, -1.243, 1.979]],
  "smiles": "CSCSC",
  "gap_ev": 9.1,
  "e_lumo_ev": 0.506,
  "total_charge": 0,
  "e_homo_ev": -8.5985,
  "max_force_ha_per_bohr": 0.124,
  "e_tot_ha": -915.25924
}

---

Entry 7:
{
  "formula": "C3H9B",
  "method": "wB97M-V/def2-TZVPD",
  "symbols": ["C", "B", "C", "C", "H", "H", "H", "H", "H", "H", "H", "H", "H"],
  "xyz": [[0.018, 1.806, 0.495], [1.140, 0.328, 0.169], [0.457, -0.897, -0.537], [-0.948, -1.319, -0.084], [0.326, 2.249, 1.435], [-1.019, 1.516, 0.538], [0.190, 2.510, -0.307], [2.284, 0.441, 0.347], [1.085, -1.790, -0.572], [0.373, -0.557, -1.579], [-1.577, -0.455, 0.112], [-1.438, -1.924, -0.846], [-0.891, -1.907, 0.829]],
  "smiles": "CBCC",
  "gap_ev": 10.6,
  "e_lumo_ev": 0.583,
  "total_charge": 0,
  "e_homo_ev": -9.9904,
  "max_force_ha_per_bohr": 0.080,
  "e_tot_ha": -144.50177
}

---

Entry 8:
{
  "formula": "C3H9BNO2",
  "method": "wB97M-V/def2-TZVPD",
  "symbols": ["B", "C", "C", "C", "N", "O", "O", "H", "H", "H", "H", "H", "H", "H", "H", "H"],
  "xyz": [[-1.693, -0.059, 0.126], [2.003, 1.187, -0.411], [1.228, 0.307, 0.102], [-1.184, 0.839, 1.381], [1.142, -1.124, -0.150], [-2.203, 0.570, -0.909], [-1.374, -1.409, 0.191], [2.888, 1.201, -1.101], [1.952, 2.220, -0.320], [-1.090, 1.942, 1.354], [-0.835, 0.512, 2.318], [0.099, -1.212, 0.077], [1.592, -1.556, 0.555], [1.565, -1.476, -1.047], [-2.548, 0.106, -1.670], [-1.543, -2.047, -0.498]],
  "gap_ev": [9.4, 7.9],
  "e_lumo_ev": [-4.576, -5.281],
  "total_charge": 1,
  "e_homo_ev": [-13.9360, -13.1925],
  "max_force_ha_per_bohr": 0.086,
  "e_tot_ha": -349.45310
}

---

Entry 9:
{
  "formula": "C3H9BO2S",
  "method": "wB97M-V/def2-TZVPD",
  "symbols": ["B", "C", "C", "C", "O", "O", "S", "H", "H", "H", "H", "H", "H", "H", "H", "H"],
  "xyz": [[-1.736, -0.344, -0.158], [2.229, 1.101, 0.001], [-0.698, 0.429, -1.004], [1.068, 0.239, 0.457], [-1.751, -1.755, -0.326], [-2.522, 0.230, 0.711], [1.372, -1.489, 0.325], [2.689, 0.798, -0.871], [2.038, 2.220, 0.053], [3.041, 1.016, 0.726], [-0.393, -0.268, -1.768], [-0.640, 1.471, -1.215], [0.695, 0.580, 1.372], [-2.493, -2.035, 0.277], [-2.969, -0.350, 1.280], [0.071, -1.844, 0.138]],
  "gap_ev": 8.3,
  "e_lumo_ev": 0.200,
  "total_charge": 0,
  "e_homo_ev": -8.1010,
  "max_force_ha_per_bohr": 0.073,
  "e_tot_ha": -693.22264
}

---

Entry 10:
{
  "formula": "C3H9BOS",
  "method": "wB97M-V/def2-TZVPD",
  "symbols": ["B", "C", "C", "C", "O", "S", "H", "H", "H", "H", "H", "H", "H", "H", "H"],
  "xyz": [[0.860, 0.734, 0.028], [-1.087, -1.800, 1.431], [2.072, -1.178, -0.420], [1.633, 1.379, 1.173], [0.894, -0.273, -0.774], [0.198, 2.248, 0.381], [-0.392, -0.978, 1.466], [-0.888, -2.413, 2.319], [-2.213, -1.484, 1.644], [1.952, -2.150, -0.994], [1.819, -1.516, 0.557], [3.071, -0.761, -0.542], [1.562, 1.039, 2.194], [2.600, 1.445, 0.848], [-0.901, -2.456, 0.593]],
  "s2": 2.009,
  "gap_ev": [4.9, 7.0],
  "e_lumo_ev": [0.591, -2.716],
  "total_charge": 0,
  "e_homo_ev": [-4.3284, -9.7182],
  "spin_multiplicity": 3,
  "max_force_ha_per_bohr": 0.116,
  "e_tot_ha": -617.77743
}

---

Entry 11:
{
  "formula": "C3H9BrNO",
  "method": "wB97M-V/def2-TZVPD",
  "symbols": ["C", "C", "N", "Br", "C", "O", "H", "H", "H", "H", "H", "H", "H", "H", "H"],
  "xyz": [[0.323, -0.236, 1.508], [-0.271, -0.209, 0.117], [0.112, -1.408, -0.744], [-2.261, -0.027, -0.053], [0.220, 1.149, -0.722], [-0.314, 2.174, -0.111], [-0.184, -0.994, 2.175], [1.490, -0.427, 1.482], [0.234, 0.769, 1.862], [1.083, -1.388, -0.993], [-0.144, -2.353, -0.418], [-0.366, -1.212, -1.695], [1.302, 1.137, -0.613], [0.009, 0.864, -1.695], [-1.233, 2.159, -0.101]],
  "smiles": "C[C@@]([NH3+])(Br)CO",
  "gap_ev": 10.9,
  "e_lumo_ev": -3.868,
  "total_charge": 1,
  "e_homo_ev": -14.8137,
  "max_force_ha_per_bohr": 0.104,
  "e_tot_ha": -2823.41662
}

---

Entry 12:
{
  "formula": "C3H9BrOSi",
  "method": "wB97M-V/def2-TZVPD",
  "symbols": ["C", "C", "C", "O", "Si", "Br", "H", "H", "H", "H", "H", "H", "H", "H", "H"],
  "xyz": [[-0.138, 2.345, 0.488], [0.743, -0.700, -2.073], [0.103, -1.074, 1.150], [0.416, 1.502, -0.519], [0.691, -0.097, -0.305], [-3.078, -2.920, 2.233], [-1.131, 2.198, 0.472], [0.150, 3.439, 0.144], [0.280, 2.195, 1.412], [1.539, -0.134, -2.696], [1.034, -1.845, -2.198], [-0.214, -0.747, -2.526], [0.657, -1.958, 1.414], [-0.220, -0.512, 1.912], [-0.831, -1.694, 1.089]],
  "gap_ev": [4.1, 4.1],
  "e_lumo_ev": [-2.815, -2.814],
  "total_charge": 0,
  "e_homo_ev": [-6.8750, -6.8750],
  "max_force_ha_per_bohr": 0.109,
  "e_tot_ha": -3058.35609
}

---

Entry 13:
{
  "formula": "C3H9BrSi",
  "method": "wB97M-V/def2-TZVPD",
  "symbols": ["C", "C", "Br", "C", "Si", "H", "H", "H", "H", "H", "H", "H", "H", "H"],
  "xyz": [[0.770, 1.431, 0.132], [0.674, 0.183, -0.779], [0.697, 0.865, -2.567], [-0.722, -0.391, -0.576], [-0.726, -1.463, 1.020], [-0.195, 2.006, 0.029], [0.918, 0.953, 1.135], [1.611, 2.150, 0.176], [1.415, -0.517, -0.526], [-0.941, -1.054, -1.368], [-1.558, 0.448, -0.553], [-0.571, -0.226, 1.953], [0.551, -2.133, 1.103], [-1.923, -2.251, 0.823]],
  "smiles": "C[C@H](Br)C[SiH3]",
  "gap_ev": 10.5,
  "e_lumo_ev": 0.920,
  "total_charge": 0,
  "e_homo_ev": -9.5904,
  "max_force_ha_per_bohr": 0.071,
  "e_tot_ha": -2983.14768
}

---

Entry 14:
{
  "formula": "C3H9BrSi",
  "method": "wB97M-V/def2-TZVPD",
  "symbols": ["C", "C", "Si", "C", "Br", "H", "H", "H", "H", "H", "H", "H", "H", "H"],
  "xyz": [[-1.436, -0.925, 1.452], [-0.061, -0.307, 1.134], [0.425, -0.317, -0.694], [1.103, 1.445, -1.552], [0.449, 1.638, -3.331], [-2.245, -0.290, 1.220], [-1.454, -2.048, 1.014], [-1.527, -1.191, 2.543], [0.662, -0.882, 1.761], [0.116, 0.703, 1.647], [-0.743, -0.385, -1.582], [1.589, -1.259, -0.983], [0.944, 2.500, -1.067], [2.178, 1.317, -1.562]],
  "smiles": "CC[SiH2]CBr",
  "gap_ev": 10.3,
  "e_lumo_ev": 0.868,
  "total_charge": 0,
  "e_homo_ev": -9.4487,
  "max_force_ha_per_bohr": 0.075,
  "e_tot_ha": -2983.15664
}

---

Entry 15:
{
  "formula": "C3H9Cl2NP",
  "method": "wB97M-V/def2-TZVPD",
  "symbols": ["C", "N", "C", "P", "C", "Cl", "Cl", "H", "H", "H", "H", "H", "H", "H", "H", "H"],
  "xyz": [[0.157, -0.975, -0.795], [0.597, 0.034, 0.096], [1.983, -0.267, 0.608], [0.103, 1.625, 0.098], [-1.673, 1.700, -0.140], [0.577, 2.336, 1.793], [0.700, 2.944, -1.370], [-0.597, -0.612, -1.434], [0.977, -1.347, -1.463], [-0.170, -1.876, -0.276], [2.149, 0.386, 1.516], [2.074, -1.294, 0.885], [2.581, -0.065, -0.170], [-2.229, 2.432, 0.422], [-2.022, 0.664, -0.003], [-1.968, 1.961, -1.199]],
  "smiles": "C[N+](C)=P(C)(Cl)Cl",
  "gap_ev": 10.7,
  "e_lumo_ev": -3.927,
  "total_charge": 1,
  "e_homo_ev": -14.5999,
  "max_force_ha_per_bohr": 0.088,
  "e_tot_ha": -1435.97370
}

---

Entry 16:
{
  "formula": "C3H9ClMnO4P",
  "method": "wB97M-V/def2-TZVPD",
  "symbols": ["Mn", "Cl", "C", "O", "P", "O", "O", "C", "O", "C", "H", "H", "H", "H", "H", "H", "H", "H", "H"],
  "xyz": [[24.950, -35.197, -35.655], [26.392, -36.577, -36.769], [25.232, -39.262, -34.034], [25.240, -38.346, -32.927], [24.266, -37.146, -32.891], [24.224, -36.381, -34.170], [24.790, -36.240, -31.762], [24.687, -36.629, -30.372], [22.920, -37.757, -32.458], [21.814, -36.975, -31.941], [26.190, -39.762, -34.124], [24.996, -38.779, -34.983], [24.465, -40.028, -33.903], [24.502, -37.699, -30.274], [23.835, -36.115, -29.931], [25.598, -36.372, -29.846], [20.973, -37.100, -32.620], [22.058, -35.916, -31.899], [21.531, -37.403, -30.986]],
  "s2": 8.755,
  "gap_ev": [8.7, 8.6],
  "e_lumo_ev": [-5.386, -5.623],
  "total_charge": 1,
  "e_homo_ev": [-14.0783, -14.2283],
  "spin_multiplicity": 6,
  "max_force_ha_per_bohr": 0.039,
  "e_tot_ha": -2373.10146
}

---

The energy relative to the best compared isomer or geometry (same formula, charge and spin) results, record by record, are as follows: 107.1, 176.2, 83.1, 227.2, 208.0, 571.7, 17.7, 431.3, 201.8, 0.0, 42.6, 446.4, 111.2, 87.7, 0.0, 8.0 kJ/mol.